Computed, not measured: a 2-piece molecular cluster, CH3N4Si overall, with the ωB97M-V functional and the def2-TZVPD basis.

Last column: Mulliken charge in e.
Cartesian coordinates (Å):
C -1.11094 -0.26846 0.18392  0.246
N -2.26926 0.12309 -0.31005  -0.381
N -0.98022 -1.50535 0.61195  -0.286
N -2.91207 -1.06507 -0.19144  -0.268
N -2.15727 -1.98665 0.34945  -0.322
Si 2.04046 1.05124 -0.28344  0.338
H 2.47916 -0.15603 0.39654  -0.078
H 2.24308 2.24156 0.59865  -0.112
H 2.66706 1.56566 -1.35557  -0.136

Forces on atoms 1 to 2 (eV/Å):
1.46 1.61 -0.05
1.02 -1.22 0.40

Output
- Net charge: -1
- HOMO-LUMO gap (alpha / beta): 7.19 / 8.38 eV
- Energy above the lowest of the compared OMol25 structures with the same formula, charge and spin: 114.4 kcal per mole

---

Computed, not measured: an isolated molecule of CH3N5, with the ωB97M-V functional and the def2-TZVPD basis.

Last column: Mulliken charge in e.
Cartesian coordinates (Å):
H 0.30030 2.02625 1.34046  0.219
N -0.40356 1.35980 1.40092  -0.577
C -0.41298 0.52652 0.48055  0.508
N -1.37787 -0.43309 0.38363  -0.272
N -1.05092 -1.26109 -0.56260  -0.270
N 0.10631 -1.02500 -0.96619  0.194
N 0.59063 0.22651 -0.54726  -0.390
H 0.70272 -1.77137 -1.39684  0.269
H 1.54538 0.35147 -0.13267  0.318

Forces on atoms 1 to 2 (eV/Å):
1.72 1.35 0.01
-1.48 0.40 0.79

Output
- Net charge: 0
- HOMO-LUMO gap: 9.32 eV
- SMILES: [H]/N=c1/nn[nH][nH]1
- Energy above the lowest of the compared OMol25 structures with the same formula, charge and spin: 52.5 kcal per mole

---

Please write out number 1 again, unchanged.
Computed, not measured: a 2-piece molecular cluster, CH3N4Si overall, with the ωB97M-V functional and the def2-TZVPD basis.

Last column: Mulliken charge in e.
Cartesian coordinates (Å):
C -1.11094 -0.26846 0.18392  0.246
N -2.26926 0.12309 -0.31005  -0.381
N -0.98022 -1.50535 0.61195  -0.286
N -2.91207 -1.06507 -0.19144  -0.268
N -2.15727 -1.98665 0.34945  -0.322
Si 2.04046 1.05124 -0.28344  0.338
H 2.47916 -0.15603 0.39654  -0.078
H 2.24308 2.24156 0.59865  -0.112
H 2.66706 1.56566 -1.35557  -0.136

Forces on atoms 1 to 2 (eV/Å):
1.46 1.61 -0.05
1.02 -1.22 0.40

Output
- Net charge: -1
- HOMO-LUMO gap (alpha / beta): 7.19 / 8.38 eV
- Energy above the lowest of the compared OMol25 structures with the same formula, charge and spin: 114.4 kcal per mole

---

Which formula does entry 2 have? CH3N5